<one>
{
  "formula": "C7H12N2O",
  "method": "ωB97M-V/def2-TZVPD",
  "species": ["C", "O", "C", "C", "N", "C", "C", "N", "C", "C", "H", "H", "H", "H", "H", "H", "H", "H", "H", "H", "H", "H"],
  "positions_angstrom": [[-1.55, 1.27, -1.57], [-1.19, 1.64, -0.26], [-0.84, 0.59, 0.56], [-0.62, 1.06, 1.98], [0.50, -0.07, 0.01], [1.57, 0.73, -0.30], [2.58, -0.11, -0.66], [2.16, -1.40, -0.56], [0.91, -1.36, -0.15], [0.06, -2.55, 0.07], [-2.03, 2.14, -2.01], [-2.26, 0.43, -1.56], [-0.67, 0.99, -2.16], [-1.57, -0.23, 0.51], [0.10, 1.88, 1.99], [-1.56, 1.42, 2.38], [-0.25, 0.25, 2.59], [1.50, 1.80, -0.26], [3.58, 0.12, -0.97], [-0.37, -2.55, 1.07], [-0.74, -2.59, -0.66], [0.69, -3.43, -0.05]],
  "smiles": "CO[C@H](C)n1ccnc1C",
  "homo_lumo_gap_ha": 0.3377,
  "lumo_energy_ev": 0.844
}

=====

<two>
{
  "formula": "C7H12N2O",
  "method": "ωB97M-V/def2-TZVPD",
  "species": ["C", "C", "C", "C", "C", "C", "C", "N", "N", "O", "H", "H", "H", "H", "H", "H", "H", "H", "H", "H", "H", "H"],
  "positions_angstrom": [[2.30, -1.95, -2.32], [2.13, -2.24, -0.95], [1.58, -0.76, -2.50], [-1.80, -0.30, 1.31], [0.32, 0.99, 1.40], [-1.81, 2.11, 0.67], [-0.95, 0.78, 0.64], [1.31, -1.38, -0.38], [1.10, -0.47, -1.28], [-0.66, 0.68, -0.66], [2.90, -2.49, -3.05], [2.35, -3.03, -0.25], [1.45, -0.29, -3.41], [-2.84, -0.22, 0.89], [-1.55, -1.29, 0.95], [-1.69, -0.27, 2.43], [0.23, 1.83, 2.11], [1.10, 1.21, 0.67], [0.43, 0.00, 1.91], [-1.46, 2.76, -0.20], [-2.78, 1.80, 0.44], [-1.66, 2.53, 1.62]],
  "homo_lumo_gap_ha": [0.3100, 0.2786],
  "lumo_energy_ev": [-1.147, -1.888]
}

=====

<three>
{
  "formula": "C7H12N2O",
  "method": "ωB97M-V/def2-TZVPD",
  "species": ["C", "C", "C", "C", "C", "C", "N", "C", "N", "H", "H", "H", "H", "H", "H", "H", "H", "H", "H", "O", "H", "H"],
  "positions_angstrom": [[-0.20, 0.82, -2.56], [0.24, 0.11, -1.30], [1.36, 0.81, -0.50], [1.10, 0.40, 0.94], [0.04, 1.13, 1.70], [-0.31, -0.15, 0.98], [-0.87, -0.08, -0.35], [-0.66, -1.35, 1.77], [-0.06, -2.11, 2.55], [-0.60, 1.82, -2.32], [0.66, 0.95, -3.24], [-0.97, 0.25, -3.09], [0.61, -0.90, -1.57], [2.36, 0.50, -0.84], [1.29, 1.90, -0.62], [1.88, -0.11, 1.51], [0.07, 1.09, 2.78], [-0.38, 2.05, 1.27], [-1.55, 0.67, -0.42], [-1.52, -2.61, 0.96], [-1.89, -2.00, 0.27], [-0.60, -3.19, 2.08]],
  "homo_lumo_gap_ha": 0.3686,
  "lumo_energy_ev": 0.773
}

=====

Relative to the most stable structure, the computed energies are <one> 0.0; <two> 550.5; <three> 364.3, all in kJ/mol.